Here is a structure of composition C12H24F6IrOS5Sb from the OMol25 dataset. Energies are from ωB97M-V/def2-TZVPD.

## Properties
Energy above the lowest of the compared OMol25 structures with the same formula, charge and spin   0.404 eV
Expectation value of S²   0.754
Kohn-Sham gap (alpha / beta)   8.375 / 6.464 eV
Lowest unoccupied orbital energy (alpha / beta)   -10.77 / -12.68 eV

```
! RIJCOSX wB97M-V def2-TZVPD def2/J DEFGRID3
* xyz 3 2
Ir -0.1320 -0.3823 0.5427
C -0.5806 -3.3207 -0.9348
C -1.9171 -3.0427 -0.2681
S -2.0798 -1.2401 -0.2469
C -3.3371 -0.7820 0.9747
C -3.1682 0.7106 1.2190
S -1.4721 1.2746 1.6204
C -1.2754 0.8269 3.3798
C -1.0670 -0.6548 3.6436
S 0.3212 -1.1771 2.6074
C 0.2400 -2.9761 2.4843
C 1.1461 -3.3598 1.3243
S 0.8620 -2.4435 -0.2345
H -0.5994 -3.0201 -1.9842
H -0.3452 -4.3858 -0.9138
H -1.9932 -3.4351 0.7432
H -2.7385 -3.4429 -0.8647
H -3.2141 -1.3900 1.8679
H -4.3187 -0.9860 0.5436
H -3.8182 1.0554 2.0245
H -3.4329 1.2799 0.3263
H -2.1505 1.2053 3.9098
H -0.4151 1.4120 3.7116
H -1.9445 -1.2655 3.4444
H -0.7580 -0.8168 4.6791
H -0.7948 -3.2893 2.3665
H 0.6270 -3.3822 3.4218
H 1.0543 -4.4209 1.0897
H 2.1910 -3.1591 1.5610
F 2.4836 -0.0943 -1.2677
Sb 3.4891 0.5079 0.2561
F 3.2426 2.2246 -0.5033
F 5.1000 0.0784 -0.5106
F 4.0188 1.2322 1.8642
F 3.1630 -1.1861 1.0211
F 1.5516 0.8228 0.9375
O -0.3124 1.2299 -1.3029
S 0.8241 2.0267 -1.8394
C 0.4723 3.7894 -2.0504
C 0.4437 3.9383 -3.5744
C 1.5434 3.0267 -4.1370
C 1.3553 1.6344 -3.5311
H 1.3205 4.3010 -1.5875
H -0.4435 4.0033 -1.5008
H 0.6194 4.9820 -3.8324
H -0.5350 3.6498 -3.9603
H 2.5333 3.4099 -3.8868
H 1.4809 2.9477 -5.2219
H 2.2447 1.0128 -3.4636
H 0.5156 1.0708 -3.9476
*
```

Here is a structure of composition C56H60FN4O6PSnTe from the OMol25 dataset. Energies are from ωB97M-V/def2-TZVPD.

## Properties
Energy above the lowest of the compared OMol25 structures with the same formula, charge and spin   1.394 eV
Expectation value of S²   0.789
Kohn-Sham gap (alpha / beta)   3.873 / 5.340 eV
Lowest unoccupied orbital energy (alpha / beta)   -3.39 / -3.39 eV

```
! RIJCOSX wB97M-V def2-TZVPD def2/J DEFGRID3
* xyz 1 2
Sn 0.5191 3.1191 -1.1615
C -3.1015 0.8433 5.9344
C -1.6625 1.3361 5.9269
N -1.0754 1.3109 4.5866
C -1.1831 2.4228 3.8073
C -0.8112 2.5174 2.5078
C -1.0712 3.8518 1.8027
O -1.7329 4.6771 2.4278
O -0.5494 3.9849 0.6515
C -0.2457 1.3655 1.8785
O -0.0031 1.2757 0.6793
C -0.0020 0.2089 2.7540
C 0.6704 -0.8985 2.2415
C 0.7547 -2.0495 2.9691
F 1.4007 -3.1160 2.4330
C 0.1559 -2.1653 4.2328
C -0.4467 -1.0425 4.7705
C -0.5106 0.1644 4.0575
N 0.1155 -3.3774 4.9906
C 1.1157 -4.4015 4.7405
C 1.1599 -5.3534 5.9194
N -0.2036 -5.9748 6.0785
C -1.2500 -4.9142 6.2945
C -1.2136 -3.9538 5.1235
H -3.5070 0.8681 6.9459
H -3.1763 -0.1782 5.5556
H -3.7224 1.4808 5.3044
H -1.0324 0.7530 6.5972
H -1.6133 2.3680 6.2688
H -1.6215 3.2990 4.2708
H 1.1195 -0.8342 1.2569
H -0.8570 -1.1179 5.7680
H 2.0982 -3.9465 4.6413
H 0.9225 -4.9700 3.8190
H 1.3771 -4.8255 6.8458
H 1.8799 -6.1554 5.7709
H -0.2106 -6.6546 6.8391
H -0.4273 -6.4817 5.2183
H -0.9937 -4.4066 7.2223
H -2.2153 -5.4060 6.3954
H -1.9427 -3.1686 5.3095
H -1.5234 -4.4763 4.2018
O 3.0460 2.4405 1.3168
C 3.9996 2.2030 0.6988
C 5.1658 1.8733 0.0854
C 6.3651 1.8304 0.8805
C 7.5480 1.4912 0.2866
C 7.6181 1.1844 -1.0817
C 6.4566 1.2224 -1.8501
C 5.2275 1.5634 -1.3222
P 3.6723 1.6765 -2.2858
C 4.1098 2.9802 -3.4986
C 3.6222 4.2606 -3.2527
C 3.9481 5.3215 -4.0885
C 4.7662 5.1097 -5.1864
C 5.2624 3.8369 -5.4407
C 4.9398 2.7825 -4.6022
C 3.7288 0.1118 -3.2428
C 4.0735 -1.0674 -2.5790
C 4.0274 -2.2918 -3.2301
C 3.6359 -2.3565 -4.5610
C 3.2625 -1.1940 -5.2212
C 3.2931 0.0290 -4.5639
H 6.3167 2.0643 1.9354
H 8.4462 1.4558 0.8903
H 8.5639 0.9245 -1.5357
H 6.5153 0.9695 -2.9025
H 2.9695 4.4422 -2.4068
H 3.5569 6.3089 -3.8798
H 5.0182 5.9314 -5.8445
H 5.9053 3.6661 -6.2950
H 5.3368 1.7975 -4.8163
H 4.3965 -1.0251 -1.5443
H 4.3039 -3.1952 -2.7000
H 3.6254 -3.3064 -5.0809
H 2.9378 -1.2378 -6.2536
H 2.9541 0.9185 -5.0738
C -0.7022 5.1990 -3.4510
O -0.1666 4.5179 -2.3572
H -1.7971 5.2740 -3.3821
H -0.4530 4.7016 -4.3968
H -0.3076 6.2183 -3.4887
C 0.1893 -0.6328 -4.1600
C 0.2690 0.7004 -3.4451
O 0.8640 1.6461 -3.9532
N -0.3023 0.8566 -2.2267
Te -1.2332 -0.3847 -1.1002
C -2.3983 -1.9687 -1.9765
C -1.9351 -3.2207 -1.5428
C -0.5118 -3.4633 -1.0743
C -2.8033 -4.3077 -1.5640
C -4.1119 -4.1864 -2.0075
C -5.0563 -5.3561 -1.9909
C -4.5174 -2.9545 -2.5088
C -3.6843 -1.8429 -2.5147
C -4.1926 -0.5750 -3.1471
C -2.8185 0.9148 -0.6042
C -3.1026 2.0763 -1.3337
C -2.7741 2.3197 -2.7900
C -3.8398 3.0739 -0.6988
C -4.3221 2.9496 0.5937
C -5.0254 4.0848 1.2774
C -4.1073 1.7399 1.2495
C -3.3545 0.7253 0.6811
C -3.2331 -0.5788 1.4367
H 0.3542 -0.4840 -5.2238
H -0.7692 -1.1311 -3.9955
H 0.9839 -1.2837 -3.7801
H 0.2170 -2.9166 -1.6751
H -0.2719 -4.5219 -1.1590
H -0.3587 -3.1701 -0.0256
H -2.4408 -5.2746 -1.2330
H -4.6657 -6.1719 -1.3847
H -5.2198 -5.7394 -2.9998
H -6.0290 -5.0659 -1.5935
H -5.5164 -2.8524 -2.9190
H -5.0481 -0.7929 -3.7835
H -3.4245 -0.1112 -3.7663
H -4.5054 0.1562 -2.3978
H -2.3597 1.4511 -3.2929
H -2.0645 3.1379 -2.9093
H -3.6958 2.6034 -3.3007
H -4.0281 3.9910 -1.2469
H -5.3637 4.8308 0.5604
H -4.3270 4.5655 1.9654
H -5.8844 3.7321 1.8510
H -4.5210 1.5949 2.2425
H -3.3851 -0.4160 2.5059
H -2.2602 -1.0689 1.3164
H -3.9869 -1.2891 1.0890
*
```